56
Properties=species:S:1:pos:R:3:forces:R:3 method="wB97M-V/def2-TZVPD" spin_multiplicity=3 total_charge=0 e_above_lowest_ev=0.000 fmax_ev_per_a=6.472
Au 0.263164 0.306207 -0.052325 0.3 2.8 -3.6
O -0.738236 -2.515493 1.175875 -0.3 1.1 -3.3
C -0.946536 -2.269093 -0.052625 0.0 -2.7 4.6
O -0.613536 -1.212393 -0.672625 -2.6 -3.3 -3.7
C -1.660736 -3.337493 -0.856925 -0.4 -0.3 -0.9
C -2.068636 -4.539193 -0.249525 0.1 0.2 0.1
C -2.727636 -5.532293 -0.977125 0.3 0.6 -0.2
C -2.991536 -5.340193 -2.331825 0.0 0.1 -0.1
C -2.590836 -4.147193 -2.951625 0.2 -0.2 1.0
C -1.930236 -3.150193 -2.224525 0.0 0.0 0.1
N -2.871236 -3.950093 -4.378625 -0.4 0.0 -1.6
O -2.508436 -2.892593 -4.913125 -0.5 -1.5 0.9
O -3.462636 -4.862193 -4.980625 0.9 1.4 1.0
H -1.862136 -4.689593 0.810475 0.0 0.1 -0.3
H -3.030536 -6.449793 -0.480825 0.0 0.2 -0.1
H -3.505036 -6.121193 -2.885925 0.1 0.3 -0.1
H -1.613936 -2.218993 -2.694425 -0.2 -0.4 0.0
O 3.183364 -0.155193 5.236575 -1.1 -0.6 -0.1
S 2.218364 -1.026193 4.589875 0.8 -0.7 0.8
O 1.759564 -2.241693 5.237975 0.2 1.3 -0.1
N 0.969664 -0.174493 3.967975 -0.9 0.7 -0.5
C 0.999164 -0.195493 2.666475 2.7 -2.2 1.2
O 0.263164 0.306207 1.806375 -2.4 1.7 5.7
C 2.121164 -0.961493 2.055375 1.4 -0.9 0.5
C 2.467364 -1.198693 0.730675 1.2 -1.4 1.3
C 3.603564 -1.974093 0.460275 -0.1 0.1 0.4
C 4.380964 -2.503893 1.507175 -0.3 0.2 -0.2
C 4.032464 -2.265193 2.837075 -0.1 0.1 -0.3
C 2.904664 -1.495493 3.062475 0.5 -0.3 -0.8
H 1.861864 -0.785993 -0.070425 1.1 -1.7 0.1
H 3.882864 -2.165393 -0.572525 0.0 0.0 0.2
H 5.257964 -3.102493 1.275575 -0.1 0.1 0.0
H 4.612864 -2.660793 3.662175 0.0 0.0 -0.1
C -0.091536 5.038207 -1.521725 0.1 0.1 0.0
N 0.843064 4.205407 -0.788325 1.8 1.0 -0.5
C 0.661364 4.373807 0.641175 0.0 0.1 0.1
N -0.702936 4.050007 1.013675 -0.3 0.8 1.7
C -1.640836 4.882507 0.284275 0.1 0.1 0.2
N -1.454136 4.712907 -1.144425 -1.1 1.1 -0.9
C -1.885536 3.415907 -1.626325 -0.5 0.4 -0.5
P -0.827636 2.195607 -0.824025 -0.5 -2.0 -0.9
C 0.820864 2.818007 -1.206825 0.3 1.3 -0.2
C -1.000436 2.634907 0.916275 -0.2 1.1 0.6
H 0.054964 4.940507 -2.606025 -0.1 -0.3 0.2
H 0.110664 6.098207 -1.315225 -0.1 -0.3 0.3
H 0.891464 5.409207 0.927775 -0.3 -0.1 -0.2
H 1.382564 3.769107 1.207675 -0.3 -0.2 -0.2
H -1.496036 5.936707 0.557675 0.3 -0.2 -0.2
H -2.676836 4.665907 0.578375 0.2 -0.3 -0.2
H -1.804736 3.362907 -2.717825 0.1 0.0 0.1
H -2.942636 3.248507 -1.391425 0.2 0.0 0.1
H 1.044764 2.733307 -2.276125 -0.1 0.0 0.1
H 1.597764 2.245407 -0.687625 -0.1 0.4 -0.1
H -0.319936 2.052707 1.547775 -0.3 0.6 -0.1
H -2.010836 2.426207 1.285575 0.0 0.0 -0.1
H 1.786264 0.306207 -0.591125 0.3 1.4 -1.4

=====

49
Properties=species:S:1:pos:R:3:forces:R:3 method="wB97M-V/def2-TZVPD" total_energy_ev=-68305.7769 spin_multiplicity=4 total_charge=+2 fmax_ev_per_a=3.778
C 3.042154 0.143548 -0.209880 -0.7 -0.3 -0.9
N 1.769494 0.057364 -0.670920 1.3 0.5 0.1
N 1.853190 0.092810 -2.059500 -0.4 -0.3 0.8
C 3.148589 0.111381 -2.430113 -0.3 0.0 0.6
C 3.931788 0.139644 -1.284375 0.1 0.1 -0.1
B 0.574653 0.177757 -2.935124 0.5 -0.9 0.3
N -0.396166 -0.939263 -2.474069 -0.1 -0.2 1.0
N -0.673553 -1.125303 -1.125309 -0.9 -1.2 -1.3
C -1.586216 -2.127197 -1.038634 0.8 0.5 -1.2
C -1.854438 -2.611358 -2.321730 0.2 0.3 0.2
C -1.083664 -1.844464 -3.192286 -0.1 0.1 0.8
Co 0.090064 -0.222147 0.328992 -0.4 1.3 -1.5
N -0.099180 1.539409 -2.584179 -0.7 2.4 -2.0
N -0.407379 1.774459 -1.255099 -1.1 1.9 1.0
C -0.919972 2.997300 -1.193927 0.6 -1.8 1.2
C -0.974778 3.572585 -2.474660 -0.4 1.1 0.0
C -0.433224 2.618080 -3.335553 1.4 -3.5 0.2
H -1.233509 3.434048 -0.254487 0.1 -0.1 -0.2
H -0.259198 2.607142 -4.400948 -0.1 0.1 0.0
H -1.355254 4.543788 -2.730129 0.0 0.2 -0.1
H 0.825272 0.118044 -4.105076 -0.1 0.0 0.2
H -0.955511 -1.886967 -4.261374 -0.1 0.0 0.0
H 3.412378 0.077634 -3.478332 0.0 0.1 0.1
H -2.508363 -3.419883 -2.571783 -0.2 -0.2 -0.1
H 5.009601 0.138899 -1.234524 -0.1 0.1 0.0
H -1.973973 -2.421385 -0.078350 0.0 -0.2 -0.2
H 3.254579 0.207032 0.849570 -0.1 -0.1 -0.3
H -2.646791 -0.937288 1.664640 0.3 0.0 -0.1
C -1.768239 -1.416927 2.107462 -0.1 0.0 0.2
H -1.973551 -2.484697 2.247182 0.3 0.2 -0.3
H -0.848074 -1.283709 1.436083 -0.9 -0.6 1.0
H -1.593437 -0.966373 3.090996 0.3 0.0 -0.4
C 2.799601 0.881540 4.835500 -0.7 1.2 0.6
C 2.827069 -0.082574 3.806070 -0.7 -0.4 -1.0
C 1.831336 -0.088221 2.835225 0.6 -0.3 0.6
C 0.829221 0.900892 2.817136 0.0 -0.2 0.1
C -0.119913 0.983583 1.762540 0.0 1.4 1.0
C -1.193306 1.843152 1.870613 0.6 -1.0 -0.4
C -1.357320 2.662273 3.019053 0.2 -0.1 0.4
C -0.396372 2.676491 4.011137 0.3 -0.1 0.1
C 0.734047 1.827125 3.925055 0.0 0.3 -0.1
C 1.754132 1.795652 4.911033 0.8 -0.5 0.4
H 3.593710 0.896570 5.584385 -0.3 0.0 -0.2
H 3.620211 -0.828354 3.777054 -0.2 0.2 0.1
H 1.813860 -0.867427 2.066454 0.2 0.2 0.3
H -1.931641 1.870714 1.077656 -0.1 0.2 0.1
H -2.239508 3.289988 3.106406 0.2 0.0 -0.1
H -0.493218 3.315375 4.893595 -0.1 -0.2 -0.4
H 1.689696 2.512056 5.736824 0.1 -0.3 -0.3

=====

59
Properties=species:S:1:pos:R:3:forces:R:3 method="wB97M-V/def2-TZVPD" total_charge=-2 e_above_lowest_ev=0.866 fmax_ev_per_a=0.560
Be 0.454762 -0.592592 -1.030599 0.0 -0.2 0.3
C 4.587564 -2.045521 -0.092920 0.0 -0.1 0.0
N 3.338410 -1.550368 0.452248 -0.1 0.0 0.1
C 2.751904 -0.438873 0.056598 0.1 0.0 -0.1
N 3.501194 0.509932 -0.602389 0.0 0.0 0.0
O 1.538245 -0.189150 0.312478 -0.2 0.0 0.0
H 4.629606 -3.112107 0.128543 0.0 0.1 0.0
H 5.449171 -1.536761 0.346214 0.0 0.0 0.0
H 4.605324 -1.965419 -1.184466 0.0 0.0 0.0
H 2.693958 -2.293480 0.787141 0.1 0.0 -0.2
H 4.235013 0.124588 -1.180247 0.0 0.0 0.0
H 2.895544 1.133971 -1.115617 0.0 0.0 0.0
N 0.115608 1.025262 -1.721993 -0.3 0.2 0.2
S -0.637696 1.898626 -0.627460 0.1 0.0 -0.1
C -1.594789 3.116033 -1.536617 0.0 -0.1 0.0
C -1.877388 4.375196 -1.024977 0.0 0.0 0.0
C -2.696605 5.230781 -1.744238 0.0 0.0 0.0
C -3.229820 4.830077 -2.962024 0.0 0.0 0.0
C -2.950382 3.565539 -3.457664 0.0 0.0 0.0
C -2.135099 2.698443 -2.744523 0.0 0.0 0.0
C 0.536456 2.994427 0.178026 0.0 0.0 -0.1
C 0.663205 2.880172 1.550480 0.0 0.0 0.0
C 1.628280 3.633186 2.208512 0.0 0.0 0.0
C 2.458897 4.475939 1.488546 0.0 0.0 0.0
C 2.332281 4.573495 0.106378 0.0 0.0 0.0
C 1.369732 3.830024 -0.552975 0.0 0.0 0.0
H 0.576200 1.579011 -2.437225 0.1 -0.1 0.0
H -1.460785 4.688201 -0.077289 0.0 0.0 0.0
H -2.917799 6.214537 -1.350461 0.0 0.0 0.0
H -3.866982 5.502513 -3.520361 0.0 0.0 0.0
H -3.373276 3.243176 -4.399887 0.0 0.0 0.0
H -1.917220 1.702664 -3.108012 0.0 0.0 0.0
H 0.039817 2.180653 2.091344 0.0 0.0 0.0
H 1.745027 3.536508 3.279601 0.0 0.0 0.0
H 3.221561 5.048142 2.000192 0.0 0.0 0.0
H 2.992137 5.221228 -0.455831 0.0 0.0 0.0
H 1.269987 3.894940 -1.630014 0.0 0.0 0.0
F -3.339100 -6.327950 0.626464 0.0 0.0 0.0
C -3.038564 -5.329603 1.471225 0.0 0.0 0.0
C -2.173334 -4.360702 1.135279 0.0 -0.1 0.0
N -1.864561 -3.336218 1.998878 0.1 -0.1 0.1
C -0.967953 -2.283126 1.542469 -0.1 0.1 0.1
C -1.668738 -1.330573 0.578068 0.1 -0.2 0.1
O -2.831081 -1.004537 0.758751 -0.1 0.0 0.0
O -0.933994 -0.916268 -0.383034 0.0 0.4 -0.4
C -2.388891 -3.271935 3.260922 -0.1 0.0 -0.1
O -2.131338 -2.411035 4.082857 0.0 0.1 0.1
N -3.266947 -4.298474 3.564636 0.0 0.0 0.1
C -3.676609 -5.358653 2.767313 0.0 0.0 -0.1
O -4.476920 -6.179224 3.181509 -0.1 -0.1 0.0
H -1.672756 -4.364624 0.169706 0.0 0.0 -0.1
H -0.083110 -2.738871 1.097672 0.0 0.0 0.0
H -0.682599 -1.705277 2.422311 0.1 -0.1 -0.1
H -3.665051 -4.259795 4.491510 0.0 0.0 -0.1
Se 3.601254 -5.014412 -2.932115 0.0 0.0 0.0
Sb 1.567025 -4.221975 -1.835498 0.1 0.0 0.0
Se 1.510921 -1.735217 -2.537322 0.1 0.0 -0.1
Se -0.585170 -5.116862 -2.523113 0.0 0.0 0.1
Se 1.795474 -4.417680 0.632978 0.0 0.0 0.0

=====

52
Properties=species:S:1:pos:R:3:forces:R:3 method="wB97M-V/def2-TZVPD" total_charge=+3 e_above_lowest_ev=2.130 fmax_ev_per_a=0.399
Ga -0.960753 -1.311883 0.121545 0.3 0.1 0.0
C 2.480360 -1.574886 0.066408 0.0 0.0 0.0
O 1.478935 -0.531139 0.048581 0.0 0.0 0.0
C 1.995575 0.753913 0.002695 0.0 0.0 0.0
C 3.359101 1.010233 -0.014584 0.0 0.0 0.0
C 3.841031 2.312208 -0.104572 0.0 0.0 0.0
Br 5.691119 2.605186 -0.154076 0.0 0.0 0.0
C 2.966408 3.370233 -0.158605 0.0 0.0 0.0
C 1.585706 3.128895 -0.096012 0.0 0.0 0.0
C 1.094619 1.815842 -0.048271 0.0 0.0 0.0
O -0.243224 1.503800 -0.090862 0.0 0.1 0.1
C 0.749170 4.310414 -0.067598 0.0 0.0 0.0
N 1.141156 5.474371 -0.624711 0.0 0.0 0.1
C 0.185625 6.353683 -0.346467 0.0 0.0 0.0
C 0.111093 7.733078 -0.711530 0.0 0.0 0.0
C -0.988104 8.423785 -0.303720 0.0 0.0 0.0
C -2.006460 7.790622 0.458642 0.0 0.0 0.0
C -1.967862 6.432720 0.826711 0.0 0.0 0.0
C -0.865790 5.740698 0.418724 -0.1 0.0 -0.1
N -0.465273 4.414515 0.541530 0.0 0.0 0.0
H 3.104888 -1.482818 0.953558 0.0 0.0 0.0
H 3.086232 -1.530569 -0.837318 0.0 0.0 0.0
H 1.947834 -2.515157 0.096647 0.0 0.0 0.0
H 4.080416 0.209734 0.017823 0.0 0.0 0.0
H 3.322505 4.387628 -0.226167 0.0 0.0 0.0
H -0.734076 2.211763 -0.527347 0.0 -0.1 -0.1
H 0.918405 8.184239 -1.271698 0.0 0.0 0.0
H -1.099937 9.471098 -0.546057 0.0 0.0 0.0
H -2.855808 8.383057 0.773937 0.0 0.0 0.0
H -2.773158 5.993913 1.398774 0.0 0.0 0.0
H -0.832621 3.750717 1.206409 0.0 0.0 0.0
N -5.213276 -3.671362 0.159492 -0.3 0.0 0.1
N -5.321219 -2.377341 -0.007849 -0.4 -0.1 -0.1
H -5.352219 -4.285307 -0.637945 0.2 0.0 0.0
H -5.347173 -4.044749 1.093284 0.0 0.0 0.0
H -5.734931 -1.827781 0.739544 0.2 0.0 0.1
H -5.419325 -2.038936 -0.958962 0.0 0.0 0.0
N 0.942167 -8.369490 0.498717 0.0 0.0 0.0
C 0.644445 -7.576343 -0.546186 0.0 0.0 0.0
O 0.567686 -7.950707 -1.693107 0.0 0.0 0.0
C 0.359694 -6.104554 -0.257973 0.0 0.0 0.0
C 0.275675 -5.516881 0.999281 0.0 0.0 0.0
C -0.028782 -4.171395 1.091489 0.0 0.0 0.0
N -0.232026 -3.405721 0.010994 -0.1 0.0 0.0
C -0.138439 -3.969919 -1.204853 0.0 0.0 0.0
C 0.148548 -5.305170 -1.377604 0.0 0.0 0.0
H 1.147449 -9.337686 0.303675 0.0 0.0 0.0
H 1.085415 -8.039973 1.434651 0.0 0.0 0.0
H 0.436140 -6.072574 1.912492 0.0 0.0 0.0
H -0.097895 -3.683695 2.057771 0.0 0.0 0.0
H -0.290204 -3.317908 -2.059315 0.0 0.0 0.0
H 0.221174 -5.752398 -2.359970 0.0 0.0 0.0